This record from the OMol25 dataset describes C33H25N18O2S3SeZr as an isolated structure at a distorted geometry. The level of theory is ωB97M-V/def2-TZVPD.

XYZ file:
```
83
Properties=species:S:1:pos:R:3
Zr -0.2666 0.6195 0.4010
N -1.6619 -3.0874 -0.8818
C -2.2356 -1.9980 -0.3048
N -3.4182 -1.9433 0.2966
N -3.5242 -0.6841 0.7287
N -2.4785 -0.0156 0.3901
N -1.6330 -0.8251 -0.3050
C -0.3512 -3.1750 -1.2840
N -0.0165 -4.0657 -2.1821
N 1.3176 -3.9607 -2.3519
N 1.8133 -3.0575 -1.6174
N 0.7840 -2.5197 -0.8960
H -2.2422 -3.8750 -1.1253
C -3.9125 3.2133 2.6727
N -3.2918 1.9630 3.0799
C -3.9552 0.9060 3.6797
C -3.0570 -0.0791 3.8647
N -1.8531 0.3862 3.3736
C -2.0019 1.6374 2.9009
S -0.7234 2.5841 2.2652
C -0.5822 -0.2546 3.4771
C -0.2395 -0.7584 4.6702
C 1.0835 -1.3252 4.8235
C 1.8942 -1.3972 3.7752
C 1.4611 -0.9539 2.4038
N 0.1750 -0.2228 2.3277
H -4.6948 3.4658 3.3836
H -4.3447 3.1120 1.6776
H -3.1599 3.9970 2.6715
H -5.0085 0.9437 3.8894
H -3.1618 -1.0712 4.2631
H -0.9107 -0.6675 5.5102
H 1.4168 -1.6357 5.8047
H 2.9142 -1.7462 3.8559
H 2.2582 -0.3159 2.0148
O 5.0296 -1.2041 -0.3704
C 5.0057 0.1239 -0.5584
C 6.2301 0.7610 -0.7631
C 6.2800 2.1142 -1.0159
C 5.1132 2.8798 -1.0650
C 3.9053 2.2703 -0.8214
C 3.8291 0.8947 -0.5558
C 2.5158 0.3241 -0.2519
O 1.5664 1.1718 0.1176
N 2.3777 -0.9627 -0.3267
N 1.0915 -1.5092 0.0751
C 1.3303 -2.1567 1.4442
S 2.7956 -3.2330 1.3868
C 2.0548 -4.6242 2.2716
C 0.6334 -4.7614 1.7708
S -0.1228 -3.1262 1.9429
H 4.1157 -1.5447 -0.4204
H 7.1260 0.1561 -0.7384
H 7.2392 2.5855 -1.1858
H 5.1595 3.9375 -1.2817
H 2.9907 2.8476 -0.8213
H 2.0718 -4.4355 3.3439
H 2.6624 -5.4998 2.0425
H 0.0465 -5.4396 2.3909
H 0.5999 -5.0972 0.7341
Se -3.9020 2.2290 -6.6644
N -3.9186 3.0274 -5.0823
C -3.0056 2.4378 -4.3522
C -2.6975 2.8202 -2.9815
C -3.3467 3.8996 -2.3868
C -2.9775 4.2562 -1.1168
C -2.0224 3.4920 -0.4591
N -1.4177 2.4253 -0.9800
C -1.7245 2.1164 -2.2652
C -0.9615 1.0461 -2.9210
N 0.0303 0.4687 -2.2106
C 0.8147 -0.3906 -2.8592
C 0.6079 -0.8124 -4.1684
C -0.4432 -0.2806 -4.8683
C -1.2209 0.6977 -4.2493
C -2.2770 1.3818 -4.9802
N -2.5980 1.1147 -6.2211
H -4.1011 4.4345 -2.9483
H -3.4147 5.1068 -0.6134
H -1.7414 3.7506 0.5476
H 1.6710 -0.7738 -2.3322
H 1.2736 -1.5482 -4.5968
H -0.6677 -0.5645 -5.8877
```

Relative energy (zero: lowest compared OMol25 entry of this formula, charge and spin) (kJ/mol): 350.0
Largest force on an atom (eV Å⁻¹): 1.44
Net charge: +1
LUMO (eV): -3.42
Gap between HOMO and LUMO (eV): 6.5144

=====

This record from the OMol25 dataset describes C33H26Cl5IrP2 as an isolated structure. The level of theory is ωB97M-V/def2-TZVPD.

XYZ file:
```
67
Properties=species:S:1:pos:R:3
Ir 0.7318 -0.5244 -0.2299
Cl 1.9514 -2.7542 -0.6317
C 2.2443 -2.3287 1.0624
C 1.5894 -1.1713 1.4380
C 1.7537 -0.7609 2.7520
Cl 1.0041 0.6793 3.3190
C 2.5482 -1.5093 3.6301
Cl 2.7480 -0.9989 5.2490
C 3.1925 -2.6785 3.1994
Cl 4.1551 -3.5856 4.2696
C 3.0471 -3.1049 1.8740
Cl 3.8028 -4.5079 1.2739
C -2.1383 1.8247 0.8675
C -2.0914 0.4219 1.4903
P -1.3666 -0.7828 0.3702
C -2.3292 -0.8716 -1.1400
C -1.7612 -0.8365 -2.4097
C -2.5646 -0.9643 -3.5335
C -3.9349 -1.1166 -3.3901
C -4.5091 -1.1644 -2.1243
C -3.7116 -1.0492 -1.0007
C -1.4098 -2.4009 1.1482
C -1.5741 -3.5469 0.3710
C -1.5057 -4.7965 0.9681
C -1.2783 -4.9027 2.3321
C -1.1228 -3.7613 3.1136
C -1.1869 -2.5117 2.5256
C -0.7641 2.5077 0.8802
P 0.5355 1.6995 -0.1026
C 2.1129 2.4858 0.2592
C 2.2494 3.8069 -0.1847
C 3.4099 4.5104 0.0811
C 4.4463 3.9004 0.7780
C 4.3213 2.5876 1.2065
C 3.1561 1.8798 0.9524
C 0.2515 2.0036 -1.8529
C 1.2156 1.5142 -2.7420
C 1.0342 1.6497 -4.1089
C -0.0948 2.2974 -4.5931
C -1.0407 2.8115 -3.7136
C -0.8748 2.6616 -2.3464
H -2.8356 2.4427 1.4325
H -2.5443 1.7683 -0.1453
H -3.0886 0.0622 1.7527
H -1.4947 0.4246 2.4050
H -0.6896 -0.7264 -2.5471
H -2.1168 -0.9463 -4.5176
H -4.5611 -1.2109 -4.2670
H -5.5764 -1.3016 -2.0175
H -4.1662 -1.1152 -0.0187
H -1.7612 -3.4664 -0.6929
H -1.6379 -5.6871 0.3693
H -1.2334 -5.8796 2.7945
H -0.9612 -3.8488 4.1794
H -1.0663 -1.6283 3.1414
H -0.3690 2.5685 1.8960
H -0.8267 3.5375 0.5183
H 1.4580 4.2855 -0.7505
H 3.5095 5.5315 -0.2602
H 5.3555 4.4499 0.9801
H 5.1305 2.1106 1.7420
H 3.0801 0.8574 1.2987
H 2.1304 1.0616 -2.3693
H 1.7828 1.2749 -4.7936
H -0.2267 2.4232 -5.6592
H -1.9080 3.3324 -4.0958
H -1.6250 3.0678 -1.6823
```

Relative energy (zero: lowest compared OMol25 entry of this formula, charge and spin) (kJ/mol): 0.0
Largest force on an atom (eV Å⁻¹): 0.93
Net charge: +2
LUMO (eV): -7.11
Gap between HOMO and LUMO (eV): 7.2314

=====

This record from the OMol25 dataset describes C33H26N3PPt as an isolated structure. The level of theory is ωB97M-V/def2-TZVPD.

XYZ file:
```
64
Properties=species:S:1:pos:R:3
Pt -0.6637 -0.1171 -0.7788
N -1.9736 -1.4411 1.5694
P -0.4163 -0.8402 1.3088
C 0.7994 -2.1120 1.5348
C 1.4865 -2.6769 0.4616
C 2.3773 -3.7124 0.6954
C 2.5768 -4.1785 1.9869
C 1.8932 -3.6138 3.0587
C 1.0052 -2.5771 2.8399
C -0.1741 0.4614 2.4861
C 1.1354 0.8390 2.7967
C 1.3480 1.9005 3.6592
C 0.2660 2.5820 4.2041
C -1.0364 2.2108 3.8900
C -1.2630 1.1542 3.0243
C -2.8237 -1.7143 0.5155
C -3.9727 -2.4873 0.6533
C -4.7596 -2.6971 -0.4580
C -4.3966 -2.1450 -1.6887
C -3.2563 -1.3916 -1.7486
N -2.4813 -1.1682 -0.6617
H -2.2076 -1.8456 2.4668
H 1.3483 -2.2973 -0.5420
H 2.9206 -4.1505 -0.1305
H 3.2757 -4.9849 2.1642
H 2.0609 -3.9767 4.0633
H 0.4907 -2.1249 3.6806
H 1.9768 0.3064 2.3692
H 2.3576 2.1936 3.9126
H 0.4385 3.4063 4.8832
H -1.8720 2.7407 4.3263
H -2.2768 0.8596 2.7831
H -4.2276 -2.9164 1.6122
H -5.6561 -3.2968 -0.3744
H -4.9904 -2.3016 -2.5769
H -2.9203 -0.9322 -2.6706
C -0.7691 2.0397 -0.6389
C -1.7711 1.9908 -1.6864
C -1.3646 1.8904 -3.0327
C -2.3093 1.7594 -4.0359
C -3.6616 1.7517 -3.7003
C -4.0820 1.8861 -2.3666
C -3.1454 1.9835 -1.3685
C -4.6492 1.5827 -4.7288
N -5.4363 1.4026 -5.5450
H -1.0843 2.2278 0.3824
H 0.1957 2.4570 -0.8946
H -0.3084 1.9233 -3.2753
H -2.0100 1.6779 -5.0715
H -5.1396 1.9044 -2.1420
H -3.4542 2.0756 -0.3344
C 1.2159 0.3686 -0.9195
C 2.3976 0.6102 -1.0402
C 3.7914 0.8995 -1.1901
C 4.5901 0.0985 -2.0100
C 5.9369 0.3848 -2.1491
C 6.4930 1.4627 -1.4729
C 5.7025 2.2610 -0.6564
C 4.3541 1.9850 -0.5135
H 4.1490 -0.7375 -2.5366
H 6.5548 -0.2320 -2.7871
H 7.5459 1.6835 -1.5849
H 6.1385 3.1018 -0.1345
H 3.7307 2.6061 0.1169
```

Relative energy (zero: lowest compared OMol25 entry of this formula, charge and spin) (kJ/mol): 0.0
Largest force on an atom (eV Å⁻¹): 0.36
Net charge: +2
LUMO (eV): -8.02
Gap between HOMO and LUMO (eV): 5.3129

=====

This record from the OMol25 dataset describes C33H27AsBrLiN3O2S3 as an isolated structure. The level of theory is ωB97M-V/def2-TZVPD.

XYZ file:
```
71
Properties=species:S:1:pos:R:3
Li 1.4938 -1.8343 0.0602
S 2.5926 -0.4516 1.8504
C 2.7537 1.2907 1.8558
C 3.7413 1.8993 2.6479
C 3.8771 3.2735 2.7095
C 3.0300 4.0987 1.9777
C 2.0509 3.5206 1.1837
C 1.9026 2.1374 1.1188
As 0.6448 1.2658 -0.0791
C -0.2940 2.8360 -0.8032
C -1.1990 3.6097 -0.0786
C -1.8389 4.6889 -0.6701
C -1.5842 5.0074 -1.9992
C -0.6905 4.2408 -2.7311
C -0.0516 3.1593 -2.1352
C -0.7630 0.7570 1.1916
C -1.9641 0.3002 0.6529
C -3.0016 -0.1006 1.4816
C -2.8392 -0.0800 2.8613
C -1.6390 0.3583 3.4036
C -0.6080 0.7844 2.5732
H 4.4022 1.2567 3.2166
H 4.6526 3.7063 3.3319
H 3.1336 5.1762 2.0198
H 1.3940 4.1576 0.6041
H -1.4061 3.3620 0.9566
H -2.5402 5.2822 -0.0950
H -2.0881 5.8477 -2.4620
H -0.4934 4.4720 -3.7711
H 0.6336 2.5554 -2.7211
H -2.0821 0.2450 -0.4251
H -3.9353 -0.4343 1.0428
H -3.6427 -0.4069 3.5112
H -1.4997 0.3681 4.4781
H 0.3286 1.1212 3.0005
O 3.1741 -0.0179 -3.2605
C 2.0269 0.2861 -3.8844
C 2.0745 1.2065 -4.9363
C 0.9222 1.5571 -5.6123
C -0.3035 1.0004 -5.2551
C -0.3534 0.0978 -4.2086
C 0.7938 -0.2739 -3.5089
C 0.7153 -1.1920 -2.3354
O 1.8045 -1.5563 -1.7727
N -0.4924 -1.5350 -1.9570
N -0.4695 -2.2756 -0.7808
C -1.5849 -2.8276 -0.5429
S -1.8513 -3.8554 0.8658
C -3.6510 -3.7297 0.7812
C -4.0448 -3.7755 -0.6844
S -2.9853 -2.6293 -1.6107
H 2.9159 -0.6540 -2.5362
H 3.0352 1.6333 -5.1946
H 0.9777 2.2736 -6.4238
H -1.2084 1.2797 -5.7790
H -1.2936 -0.3348 -3.8932
H -3.9695 -2.7971 1.2454
H -4.0675 -4.5693 1.3381
H -5.0793 -3.4596 -0.8251
H -3.9276 -4.7851 -1.0795
Br -0.3693 -3.1135 5.2471
C 0.6495 -3.7231 3.7775
C 1.2862 -4.9473 3.8254
C 2.0026 -5.3505 2.7099
C 2.0408 -4.5115 1.6084
N 1.4262 -3.3327 1.5716
C 0.7423 -2.9347 2.6423
H 1.2240 -5.5665 4.7101
H 2.5224 -6.2983 2.6941
H 2.5843 -4.7945 0.7147
H 0.2622 -1.9646 2.5905
```

Relative energy (zero: lowest compared OMol25 entry of this formula, charge and spin) (kJ/mol): 0.0
Largest force on an atom (eV Å⁻¹): 0.19
Net charge: -1
LUMO (eV): 2.11
Gap between HOMO and LUMO (eV): 6.1297